# 1
Here is a structure of composition C22H26ClIrN6O2SSe4 from the OMol25 dataset. Energies are from ωB97M-V with the def2-TZVPD basis set.

## Properties
Net charge: -1
⟨S²⟩: 8.80
Spin multiplicity: 6
LUMO (alpha / beta), eV: 2.5 / 1.0
Energy relative to the best compared isomer or geometry (same formula, charge and spin), kcal/mol: 0.0
HOMO level (alpha / beta), Eh: -0.13481 / -0.18650

CARTESIAN COORDINATES (ANGSTROEM)
Ir: -4.65 11.91 16.75
C: -10.10 8.93 15.89
C: -9.33 9.49 17.00
N: -9.73 9.67 18.22
N: -8.60 10.14 18.88
C: -7.53 10.29 18.05
S: -6.01 10.81 18.55
N: -8.00 9.83 16.87
N: -7.25 9.61 15.71
H: -10.97 8.37 16.20
H: -9.44 8.24 15.31
H: -10.40 9.69 15.14
H: -8.66 10.47 19.82
H: -6.99 10.54 15.41
H: -6.37 9.24 16.08
Se: -2.59 11.10 18.37
Se: -1.77 12.74 19.73
Se: -3.56 14.98 19.07
Se: -5.14 14.29 17.70
C: -1.44 12.28 15.17
C: -2.60 13.11 14.57
C: -2.36 13.18 13.02
C: -2.59 14.57 15.11
C: -3.99 12.50 14.84
H: -0.46 12.53 14.69
H: -1.61 11.18 15.02
H: -1.34 12.44 16.28
H: -1.45 13.76 12.76
H: -3.20 13.61 12.50
H: -2.23 12.23 12.51
H: -1.60 14.99 14.83
H: -2.66 14.62 16.20
H: -3.39 15.10 14.59
H: -4.80 13.17 14.51
N: -3.49 10.25 13.44
C: -4.32 11.06 14.31
N: -4.37 10.35 15.60
C: -3.82 9.09 15.41
C: -3.68 8.03 16.31
C: -3.19 6.81 15.80
C: -2.71 6.73 14.48
C: -2.83 7.81 13.61
C: -3.35 9.03 14.08
H: -3.58 10.28 12.45
H: -5.32 11.13 13.96
H: -3.99 8.15 17.32
H: -3.04 5.93 16.41
H: -2.30 5.79 14.09
H: -2.49 7.75 12.57
Cl: -11.92 15.54 11.64
C: -10.82 14.73 12.75
C: -9.69 14.11 12.20
C: -8.79 13.54 13.09
C: -8.94 13.60 14.46
C: -10.10 14.18 14.94
C: -11.04 14.77 14.11
C: -7.93 12.99 15.44
O: -8.12 13.21 16.63
O: -7.08 12.17 14.91
H: -9.56 14.14 11.13
H: -7.93 12.93 12.73
H: -10.19 14.28 16.03
H: -11.93 15.19 14.51

# 2
Here is a structure of composition C6H3NO2 from the OMol25 dataset. Energies are from ωB97M-V with the def2-TZVPD basis set.

## Properties
Net charge: 0
Spin multiplicity: 1
LUMO, eV: 0.5
Energy relative to the best compared isomer or geometry (same formula, charge and spin), kcal/mol: 156.8
HOMO level, Eh: -0.36825

CARTESIAN COORDINATES (ANGSTROEM)
C: 1.10 -1.54 -2.87
C: 1.09 -1.24 -1.67
C: 0.98 -0.73 -0.34
C: 0.15 0.68 0.79
C: -1.76 -0.04 0.72
C: -0.50 -0.44 0.41
H: 1.57 -1.99 -3.79
H: 1.42 -1.43 0.47
H: -2.83 -0.41 0.48
N: -0.42 1.55 1.50
O: 1.35 0.47 0.06
O: -1.79 1.13 1.21

# 3
Here is a cluster of 4 separate species, C3H12O4S in total from the OMol25 dataset. Energies are from ωB97M-V with the def2-TZVPD basis set.

## Properties
Net charge: 0
SMILES: O=CCCS.O.O.O
Spin multiplicity: 1
LUMO, eV: 0.2
Energy relative to the best compared isomer or geometry (same formula, charge and spin), kcal/mol: 2.2
HOMO level, Eh: -0.32817

CARTESIAN COORDINATES (ANGSTROEM)
O: -1.63 1.59 -1.54
C: -1.56 0.43 -1.23
C: -1.56 0.02 0.25
C: -1.18 1.17 1.17
S: -0.64 0.41 2.72
H: -1.51 -0.44 -1.90
H: -0.83 -0.78 0.34
H: -2.55 -0.39 0.48
H: -0.40 1.77 0.70
H: -2.01 1.84 1.34
H: 0.14 1.36 3.27
H: 1.99 -1.05 -1.75
H: 1.09 -1.21 -0.58
O: 1.12 -0.76 -1.44
H: 1.25 1.05 -1.05
H: 1.34 2.47 -1.68
O: 1.57 1.97 -0.89
H: 1.89 -3.07 1.40
H: 1.66 -3.57 -0.10
O: 1.82 -2.82 0.48

# 4
Here is a structure of composition C35H47Br2CaN7O4SSbSi3 from the OMol25 dataset. Energies are from ωB97M-V with the def2-TZVPD basis set.

## Properties
Net charge: -1
Spin multiplicity: 1
LUMO, eV: 2.1
Energy relative to the best compared isomer or geometry (same formula, charge and spin), kcal/mol: 0.0
HOMO level, Eh: -0.11905

CARTESIAN COORDINATES (ANGSTROEM)
Ca: -0.03 0.50 -1.03
N: 1.99 5.82 6.03
C: 1.58 5.20 4.83
C: 2.53 4.82 3.88
C: 2.13 4.29 2.65
C: 0.77 4.19 2.36
C: -0.19 4.64 3.26
C: 0.22 5.16 4.49
S: 0.25 3.55 0.74
O: -1.01 4.24 0.49
O: 1.35 4.03 -0.12
N: 0.20 1.96 0.86
C: -1.01 1.32 1.32
N: -1.39 1.75 2.53
C: -2.49 1.20 3.07
C: -3.25 0.21 2.49
C: -2.82 -0.25 1.27
N: -1.73 0.23 0.66
H: 2.91 5.51 6.33
H: 1.29 5.75 6.76
H: 3.59 4.92 4.08
H: 2.87 3.98 1.91
H: -1.24 4.59 3.00
H: -0.53 5.53 5.18
H: -2.77 1.61 4.04
H: -4.13 -0.19 2.97
H: -3.34 -1.03 0.74
O: 4.17 0.01 -0.25
C: 2.99 0.21 -0.68
O: 1.92 0.09 0.00
C: 2.84 0.62 -2.15
C: 3.98 0.77 -2.94
C: 3.84 1.15 -4.28
C: 2.57 1.38 -4.79
C: 1.49 1.21 -3.95
N: 1.59 0.85 -2.66
H: 4.96 0.59 -2.51
H: 4.72 1.27 -4.90
H: 2.43 1.67 -5.82
H: 0.47 1.37 -4.30
Br: -0.34 7.07 -3.37
C: -0.24 5.30 -2.73
C: 0.92 4.86 -2.11
C: 0.95 3.56 -1.66
N: -0.09 2.71 -1.80
C: -1.24 3.13 -2.41
C: -1.32 4.44 -2.88
C: -2.35 2.13 -2.53
C: -3.58 2.42 -3.13
C: -4.55 1.43 -3.19
Br: -6.22 1.80 -4.00
C: -4.32 0.17 -2.67
C: -3.09 -0.05 -2.09
N: -2.12 0.89 -2.01
H: 1.78 5.51 -1.97
H: 1.82 3.15 -1.16
H: -2.22 4.81 -3.37
H: -3.79 3.39 -3.54
H: -5.06 -0.62 -2.71
H: -2.82 -1.02 -1.66
C: -1.20 -2.00 3.33
Si: 0.26 -2.83 2.53
C: 1.82 -1.98 3.11
C: 0.32 -4.59 3.16
Sb: 0.07 -2.46 0.01
Si: -1.97 -3.89 -0.55
C: -2.08 -4.13 -2.40
C: -3.48 -2.93 -0.03
C: -2.02 -5.56 0.26
Si: 2.02 -3.86 -0.85
C: 1.86 -4.10 -2.70
C: 3.58 -2.87 -0.56
C: 2.22 -5.53 -0.06
H: -1.10 -2.07 4.44
H: -2.13 -2.51 3.02
H: -1.24 -0.93 3.03
H: 1.89 -2.05 4.21
H: 1.79 -0.91 2.80
H: 2.70 -2.47 2.65
H: 0.41 -4.56 4.26
H: 1.20 -5.12 2.76
H: -0.60 -5.13 2.89
H: -2.08 -3.15 -2.91
H: -3.03 -4.66 -2.64
H: -1.24 -4.74 -2.75
H: -3.49 -1.95 -0.55
H: -3.46 -2.77 1.07
H: -4.39 -3.50 -0.31
H: -1.11 -6.14 0.00
H: -2.92 -6.10 -0.09
H: -2.09 -5.44 1.35
H: 1.76 -3.12 -3.20
H: 0.98 -4.73 -2.92
H: 2.76 -4.62 -3.07
H: 3.49 -1.89 -1.08
H: 4.45 -3.43 -0.98
H: 3.72 -2.71 0.52
H: 1.29 -6.12 -0.19
H: 2.46 -5.40 1.01
H: 3.06 -6.06 -0.54
H: -0.31 -0.82 -2.64

# 5
Here is the molecule C7H13NO2 from the OMol25 dataset. Energies are from ωB97M-V with the def2-TZVPD basis set.

## Properties
Net charge: 0
SMILES: [H]/N=C/[C@@](O)(/C=C/C)CCO
Spin multiplicity: 1
LUMO, eV: 0.8
Energy relative to the best compared isomer or geometry (same formula, charge and spin), kcal/mol: 55.5
HOMO level, Eh: -0.34509

CARTESIAN COORDINATES (ANGSTROEM)
C: -2.25 -0.28 0.38
C: -1.13 -0.36 -0.32
C: 0.32 1.53 -0.66
C: -3.56 -0.86 -0.03
C: 1.34 -0.71 -0.23
C: 2.69 -0.14 0.18
C: 0.18 0.25 0.13
N: 0.20 2.65 -0.12
O: 3.68 -1.11 -0.07
O: 0.20 0.54 1.51
H: -2.25 0.25 1.33
H: -1.11 -0.86 -1.28
H: 0.49 1.34 -1.73
H: -4.31 -0.08 -0.09
H: -3.90 -1.58 0.71
H: -3.48 -1.35 -1.00
H: 1.19 -1.66 0.29
H: 1.34 -0.91 -1.30
H: 2.66 0.13 1.25
H: 2.89 0.78 -0.39
H: 0.27 3.45 -0.75
H: 4.53 -0.77 0.21
H: 0.01 -0.27 1.99

# 6
Here is a cluster of 10 separate species, C25H67F2N2O30S10 in total from the OMol25 dataset. Energies are from ωB97M-V with the def2-TZVPD basis set.

## Properties
Net charge: -1
Spin multiplicity: 1
LUMO, eV: 1.6
HOMO level, Eh: -0.31118

CARTESIAN COORDINATES (ANGSTROEM)
N: 0.58 0.23 0.18
S: 0.89 0.88 1.54
O: 0.45 0.24 2.73
O: 0.92 2.31 1.50
F: 2.45 0.46 1.60
S: -1.10 0.34 0.25
O: -1.75 1.47 0.77
O: -1.64 -0.93 0.54
F: -1.43 0.48 -1.29
C: -0.95 -0.97 5.62
N: -0.26 -1.00 6.94
O: -0.71 -1.74 7.78
O: 0.67 -0.24 7.10
H: -1.79 -1.63 5.70
H: -0.23 -1.24 4.85
H: -1.18 0.06 5.39
O: 5.69 0.72 -3.47
S: 5.55 2.12 -3.50
O: 5.28 2.85 -4.67
O: 4.41 2.50 -2.44
C: 4.42 1.83 -1.18
C: 4.07 2.77 -0.02
C: 6.94 2.92 -2.74
H: 5.33 1.28 -0.90
H: 3.70 1.00 -1.19
H: 3.99 2.15 0.87
H: 3.10 3.20 -0.28
H: 4.83 3.54 0.06
H: 7.11 2.48 -1.76
H: 6.74 3.97 -2.59
H: 7.80 2.74 -3.37
O: -4.01 0.10 -6.77
S: -3.79 -0.23 -5.40
O: -4.87 -0.63 -4.58
O: -2.65 -1.36 -5.33
C: -2.45 -2.19 -6.54
C: -1.14 -2.93 -6.37
C: -2.85 1.06 -4.60
H: -2.39 -1.59 -7.45
H: -3.32 -2.86 -6.52
H: -0.98 -3.59 -7.22
H: -1.09 -3.53 -5.46
H: -0.31 -2.22 -6.44
H: -1.89 1.06 -5.10
H: -2.78 0.80 -3.55
H: -3.40 1.99 -4.69
O: 2.23 -5.01 2.53
S: 1.32 -5.01 1.43
O: 1.71 -5.56 0.17
O: 0.00 -5.75 1.97
C: -1.01 -5.92 0.93
C: -2.19 -6.59 1.58
C: 0.67 -3.37 1.20
H: -0.64 -6.57 0.13
H: -1.27 -4.95 0.51
H: -2.96 -6.78 0.83
H: -2.65 -6.01 2.38
H: -1.92 -7.56 2.03
H: 0.01 -3.28 2.06
H: 0.12 -3.30 0.26
H: 1.49 -2.67 1.23
O: 4.95 1.32 6.49
S: 5.46 1.28 5.16
O: 6.87 1.32 4.98
O: 4.93 -0.04 4.47
C: 3.50 -0.23 4.45
C: 3.23 -1.61 3.86
C: 4.73 2.58 4.21
H: 3.03 0.57 3.90
H: 3.06 -0.32 5.45
H: 3.28 -1.58 2.77
H: 2.18 -1.85 4.07
H: 3.92 -2.37 4.20
H: 3.69 2.62 4.53
H: 4.76 2.37 3.15
H: 5.23 3.47 4.57
O: -1.95 -5.20 -2.19
S: -3.06 -4.32 -2.15
O: -4.20 -4.51 -2.97
O: -3.50 -4.26 -0.61
C: -4.84 -3.80 -0.29
C: -5.14 -4.27 1.13
C: -2.51 -2.66 -2.23
H: -5.52 -4.22 -1.03
H: -4.82 -2.70 -0.29
H: -6.11 -3.89 1.42
H: -4.38 -3.84 1.78
H: -5.06 -5.36 1.12
H: -2.11 -2.38 -3.21
H: -1.68 -2.47 -1.55
H: -3.34 -2.00 -2.01
O: 1.71 -2.54 -3.92
S: 3.04 -1.99 -3.91
O: 4.06 -2.51 -4.74
O: 2.89 -0.45 -4.26
C: 1.57 0.17 -4.45
C: 1.89 1.64 -4.42
C: 3.62 -1.89 -2.23
H: 0.99 -0.12 -3.57
H: 1.10 -0.17 -5.37
H: 2.13 1.91 -3.39
H: 1.08 2.32 -4.70
H: 2.77 1.87 -5.02
H: 3.80 -2.89 -1.86
H: 2.85 -1.36 -1.68
H: 4.51 -1.28 -2.35
O: -3.05 4.48 -3.87
S: -2.69 5.63 -3.13
O: -3.64 6.44 -2.47
O: -1.64 5.21 -2.01
C: -0.84 4.03 -2.29
C: 0.11 3.83 -1.14
C: -1.68 6.66 -4.17
H: -0.34 4.05 -3.26
H: -1.54 3.19 -2.35
H: 0.54 2.82 -1.22
H: -0.50 3.76 -0.24
H: 0.92 4.55 -1.11
H: -1.11 7.40 -3.64
H: -2.36 7.07 -4.91
H: -1.06 5.97 -4.75
O: -2.66 1.51 7.23
S: -3.47 2.67 7.30
O: -3.37 3.51 8.43
O: -3.24 3.56 6.02
C: -3.52 2.96 4.75
C: -2.34 3.05 3.81
C: -5.18 2.21 7.13
H: -4.46 3.31 4.30
H: -3.73 1.89 4.89
H: -1.54 2.36 4.10
H: -1.94 4.07 3.78
H: -2.64 2.77 2.80
H: -5.42 1.65 8.03
H: -5.37 1.61 6.25
H: -5.74 3.14 7.13

# 7
Here is a structure of composition C24H27Br2CuGeI2N6 from the OMol25 dataset. Energies are from ωB97M-V with the def2-TZVPD basis set.

## Properties
Net charge: 0
Spin multiplicity: 1
LUMO, eV: -0.5
Energy relative to the best compared isomer or geometry (same formula, charge and spin), kcal/mol: 18.4
HOMO level, Eh: -0.24987

CARTESIAN COORDINATES (ANGSTROEM)
Cu: -20.88 -3.54 3.22
N: -21.72 -5.89 1.22
C: -22.85 -5.25 1.65
N: -24.06 -5.69 1.42
C: -25.05 -4.89 1.87
N: -26.32 -5.34 1.71
N: -24.89 -3.68 2.45
C: -23.65 -3.36 2.71
N: -22.57 -4.12 2.39
C: -23.35 -2.17 3.53
C: -24.42 -1.36 3.93
C: -24.14 -0.32 4.81
C: -22.89 -0.20 5.34
C: -21.91 -1.05 4.91
N: -22.10 -2.02 3.97
H: -21.80 -6.62 0.61
H: -20.84 -5.45 1.44
H: -26.42 -6.09 1.03
H: -27.07 -4.72 2.02
H: -25.45 -1.66 3.56
H: -24.93 0.30 5.11
H: -22.67 0.43 6.22
H: -20.87 -0.96 5.28
Br: -23.86 -8.66 9.01
C: -24.54 -8.63 7.19
C: -25.55 -9.55 6.97
C: -26.18 -9.61 5.75
C: -25.76 -8.78 4.67
C: -24.61 -8.00 4.86
C: -24.00 -7.88 6.10
I: -22.21 -6.82 6.31
H: -25.89 -10.25 7.75
H: -27.07 -10.20 5.66
H: -26.29 -8.78 3.72
H: -24.17 -7.52 3.99
Br: -17.66 0.12 -1.78
C: -16.76 -1.41 -0.96
C: -15.35 -1.53 -1.14
C: -14.67 -2.45 -0.40
C: -15.34 -3.37 0.41
C: -16.71 -3.37 0.47
C: -17.44 -2.42 -0.23
I: -19.54 -2.67 -0.37
H: -14.83 -0.80 -1.81
H: -13.59 -2.47 -0.47
H: -14.77 -4.12 0.97
H: -17.28 -4.13 0.99
C: -18.64 -6.39 4.94
Ge: -18.47 -4.48 5.13
C: -19.63 -3.84 6.59
C: -16.63 -3.94 5.63
C: -18.99 -3.81 3.39
H: -18.66 -6.84 5.99
H: -17.73 -6.86 4.50
H: -19.51 -6.68 4.43
H: -19.28 -4.28 7.51
H: -20.67 -4.14 6.56
H: -19.50 -2.76 6.85
H: -16.23 -4.36 6.57
H: -16.48 -2.83 5.57
H: -15.94 -4.28 4.80
H: -18.77 -4.55 2.63
H: -18.51 -2.85 3.10

# 8
Here is a structure of composition C14H33GeN2O2S5Si3Ti from the OMol25 dataset. Energies are from ωB97M-V with the def2-TZVPD basis set.

## Properties
Net charge: 0
⟨S²⟩: 0.76
Spin multiplicity: 2
LUMO (alpha / beta), eV: -0.6 / -0.6
Energy relative to the best compared isomer or geometry (same formula, charge and spin), kcal/mol: 4.8
HOMO level (alpha / beta), Eh: -0.25712 / -0.25740

CARTESIAN COORDINATES (ANGSTROEM)
Ti: 0.02 0.20 0.28
S: -2.63 6.78 -0.71
C: -1.90 5.34 -0.44
S: -1.95 4.50 1.07
C: -0.99 3.11 0.61
C: -0.54 3.11 -0.66
S: 0.39 1.81 -1.38
S: -0.99 4.48 -1.64
S: -0.73 1.84 1.79
C: 4.43 -2.70 1.11
O: 3.51 -1.75 1.64
C: 2.53 -1.29 0.90
O: 1.73 -0.48 1.37
N: 2.41 -1.72 -0.38
N: 1.31 -1.22 -1.10
H: 5.13 -2.91 1.92
H: 4.98 -2.29 0.26
H: 3.92 -3.63 0.84
H: 3.01 -2.42 -0.79
H: 0.68 -1.97 -1.36
H: 1.63 -0.73 -1.93
C: -0.80 -3.15 -2.90
Si: -2.40 -2.49 -2.12
C: -3.19 -1.37 -3.40
C: -3.49 -4.00 -1.85
Ge: -2.06 -1.29 -0.10
Si: -1.67 -2.85 1.63
C: -3.17 -3.85 2.14
C: -0.32 -4.07 1.08
C: -1.02 -1.90 3.11
Si: -4.11 -0.16 0.36
C: -4.15 1.43 -0.64
C: -5.57 -1.25 -0.11
C: -4.26 0.22 2.19
H: -1.05 -3.79 -3.74
H: -0.20 -3.75 -2.21
H: -0.18 -2.34 -3.30
H: -3.33 -1.89 -4.36
H: -2.58 -0.49 -3.58
H: -4.18 -1.03 -3.07
H: -3.70 -4.50 -2.80
H: -4.44 -3.73 -1.39
H: -3.00 -4.73 -1.20
H: -3.57 -4.44 1.30
H: -3.97 -3.19 2.48
H: -2.93 -4.54 2.95
H: -0.63 -4.65 0.21
H: -0.07 -4.76 1.89
H: 0.60 -3.53 0.81
H: -1.74 -1.14 3.43
H: -0.10 -1.37 2.84
H: -0.79 -2.54 3.97
H: -4.05 1.23 -1.71
H: -3.32 2.07 -0.34
H: -5.08 1.98 -0.48
H: -5.58 -1.50 -1.17
H: -6.51 -0.73 0.11
H: -5.56 -2.18 0.46
H: -3.43 0.84 2.54
H: -4.29 -0.69 2.79
H: -5.18 0.78 2.37